Record 1
Molecular formula: C8H12N2O
Method: DFT, the ωB97M-V functional and the def2-TZVPD basis

```
! wB97M-V def2-TZVPD RIJCOSX def2/J DEFGRID3
* xyz 0 1
C -2.938 0.677 1.352
C -1.827 0.054 1.427
C 0.900 0.730 -0.488
C 2.153 0.659 0.369
C -0.124 -0.450 -0.321
C 3.327 1.065 -0.092
C -1.269 -0.215 -1.199
C 0.607 -1.814 -0.405
N -4.115 0.956 1.618
N -0.678 -0.470 1.121
O -0.031 -1.184 1.877
H 0.360 1.659 -0.234
H 1.232 0.652 -1.529
H 1.931 0.287 1.394
H 3.281 1.490 -1.036
H 4.169 1.263 0.504
H -4.760 1.192 0.950
H -1.629 0.797 -0.870
H -2.035 -0.897 -0.909
H -0.899 -0.226 -2.219
H 0.838 -1.956 -1.521
H -0.049 -2.562 0.026
H 1.556 -1.706 0.186
*
```

Maximum force: 3.2 eV/A
Frontier orbital gap (alpha / beta): 8.4 / 8.4 eV
LUMO level (alpha / beta): -0.5 / -0.5 eV
HOMO energy (alpha / beta): -8.88 / -8.88 eV
Structure (SMILES): C=CCC(C)(C)[N+]([O-])=C=C=N

Here are the natural (NBO) charges for atoms 1 to 6, given in e: atom 1 (C): 0.347, atom 2 (C): -0.082, atom 3 (C): -0.458, atom 4 (C): -0.170, atom 5 (C): 0.142, atom 6 (C): -0.394

Record 2
Molecular formula: C8H12N2O2
Method: DFT, the ωB97M-V functional and the def2-TZVPD basis

```
! wB97M-V def2-TZVPD RIJCOSX def2/J DEFGRID3
* xyz 0 1
C -1.901 3.136 -2.649
C -0.856 2.341 -1.954
C 0.185 2.645 -1.143
C -0.849 -2.364 1.741
C -0.287 -1.661 0.492
C 1.103 -1.237 0.910
C 1.499 -2.002 2.097
C 0.376 -2.939 2.478
H -1.841 2.981 -3.734
H -1.770 4.208 -2.436
H -2.904 2.829 -2.319
H 0.562 3.595 -0.789
H -1.352 -1.628 2.382
H -1.593 -3.133 1.493
H -0.916 -0.815 0.184
H -0.211 -2.356 -0.368
H 1.817 -0.864 0.187
H 2.539 -2.240 2.323
H 0.621 -3.953 2.122
H 0.227 -2.998 3.564
N 0.796 1.462 -0.811
N 0.202 0.498 -1.365
O -0.865 1.015 -2.101
O 1.142 -0.621 2.199
*
```

Maximum force: 0.9 eV/A
Frontier orbital gap: 10.4 eV
LUMO level: 0.8 eV
HOMO energy: -9.60 eV
Structure (SMILES): C1C[C@@H]2O[C@@H]2C1.Cc1cnno1

Here are the natural (NBO) charges for atoms 1 to 6, given in e: atom 1 (C): -0.661, atom 2 (C): 0.302, atom 3 (C): -0.180, atom 4 (C): -0.406, atom 5 (C): -0.424, atom 6 (C): 0.051

Record 3
Molecular formula: C8H12N2O2
Method: DFT, the ωB97M-V functional and the def2-TZVPD basis

```
! wB97M-V def2-TZVPD RIJCOSX def2/J DEFGRID3
* xyz 0 1
C -3.067 -0.535 0.452
C -0.441 -0.812 -0.096
C 0.208 0.290 -0.794
C 0.340 0.077 0.758
C 1.321 -0.086 -1.756
C -0.555 1.511 -1.263
C 1.582 -0.505 1.405
C -0.347 1.101 1.641
N -4.179 -0.401 0.656
N -0.493 -2.187 -0.323
O -0.380 -2.932 0.637
O -0.667 -2.551 -1.476
H 0.897 -0.348 -2.723
H 1.898 -0.938 -1.405
H 1.991 0.761 -1.886
H -0.795 1.400 -2.319
H 0.057 2.405 -1.151
H -1.480 1.646 -0.711
H 1.293 -1.119 2.257
H 2.226 0.297 1.757
H 2.145 -1.133 0.723
H 0.010 2.106 1.428
H -0.136 0.876 2.683
H -1.428 1.076 1.507
*
```

Maximum force: 4.7 eV/A
Frontier orbital gap (alpha / beta): 7.1 / 7.1 eV
LUMO level (alpha / beta): -3.3 / -3.3 eV
HOMO energy (alpha / beta): -10.36 / -10.36 eV

Here are the natural (NBO) charges for atoms 1 to 6, given in e: atom 1 (C): 0.073, atom 2 (C): 0.493, atom 3 (C): -0.102, atom 4 (C): -0.115, atom 5 (C): -0.611, atom 6 (C): -0.596

Record 4
Molecular formula: C8H12N2O4
Method: DFT, the ωB97M-V functional and the def2-TZVPD basis

```
! wB97M-V def2-TZVPD RIJCOSX def2/J DEFGRID3
* xyz -2 1
C 0.465 0.352 0.673
C -0.114 -2.699 -1.340
C -0.834 0.660 0.201
C -0.117 -1.241 -0.884
C 1.092 0.492 2.039
C -2.003 0.677 1.237
C -1.036 1.904 -0.634
C 2.488 -0.109 -1.448
N -1.147 -0.490 -0.730
N 0.885 -0.846 0.066
O -0.881 -3.366 -0.575
O -2.272 -0.574 -1.323
O 1.637 -1.736 0.655
O 0.601 -3.125 -2.256
H 0.713 1.435 2.459
H 2.202 0.546 2.032
H 0.875 -0.334 2.752
H -2.889 0.478 0.718
H -2.163 1.499 1.882
H -1.745 -0.205 1.724
H -2.012 2.033 -1.165
H -0.343 1.900 -1.431
H -0.881 2.829 -0.116
H 2.239 -0.584 -2.362
H 3.211 -0.465 -0.705
H 2.029 0.970 -1.469
*
```

Maximum force: 4.4 eV/A
Frontier orbital gap (alpha / beta): 4.1 / 5.2 eV
LUMO level (alpha / beta): 5.7 / 5.7 eV
HOMO energy (alpha / beta): 1.64 / 0.45 eV

Here are the natural (NBO) charges for atoms 1 to 6, given in e: atom 1 (C): -0.107, atom 2 (C): 0.739, atom 3 (C): 0.060, atom 4 (C): 0.253, atom 5 (C): -0.621, atom 6 (C): -0.639

Record 5
Molecular formula: C8H12N2O7
Method: DFT, the ωB97M-V functional and the def2-TZVPD basis

```
! wB97M-V def2-TZVPD RIJCOSX def2/J DEFGRID3
* xyz 0 1
C 1.667 -0.969 -0.865
C 0.661 -0.441 0.160
C 1.001 -2.084 -1.696
C 1.864 -2.632 -2.828
C -1.375 0.873 0.526
C -2.309 1.626 -0.410
C -0.979 1.701 1.741
C -2.049 1.643 2.824
H 2.565 -1.920 0.650
H 3.460 -0.753 0.088
H 1.968 -0.156 -1.532
H 0.069 -1.721 -2.129
H 0.735 -2.927 -1.009
H 3.327 -2.458 -1.634
H -0.302 0.691 -1.275
H -1.921 -0.010 0.905
H -0.723 2.719 1.483
H -0.117 1.238 2.177
H -1.214 3.215 3.590
H -3.853 2.671 -0.427
N 2.863 -1.494 -0.208
N -0.236 0.466 -0.284
O 0.675 -0.855 1.319
O 1.395 -2.915 -3.899
O 3.154 -2.801 -2.558
O -2.175 1.657 -1.608
O -2.905 0.795 2.879
O -1.959 2.587 3.779
O -3.288 2.252 0.242
*
```

Maximum force: 1.3 eV/A
Frontier orbital gap: 10.2 eV
LUMO level: 0.1 eV
HOMO energy: -10.06 eV
Structure (SMILES): N[C@@H](CC(=O)O)C(=O)N[C@@H](CC(=O)O)C(=O)O

Here are the natural (NBO) charges for atoms 1 to 6, given in e: atom 1 (C): -0.140, atom 2 (C): 0.668, atom 3 (C): -0.529, atom 4 (C): 0.783, atom 5 (C): -0.160, atom 6 (C): 0.795

Record 6
Molecular formula: C8H12N2OPt
Method: DFT, the ωB97M-V functional and the def2-TZVPD basis

```
! wB97M-V def2-TZVPD RIJCOSX def2/J DEFGRID3
* xyz 2 3
Pt -0.311 -0.559 0.793
C -2.038 -0.492 -2.928
C -2.037 -0.817 -1.484
C -2.780 -0.043 -0.557
C -2.840 -0.389 0.791
C -2.199 -1.562 1.272
C -1.453 -2.352 0.362
C -1.328 -1.933 -0.983
H -2.958 -0.903 -3.365
H -1.202 -0.944 -3.457
H -2.069 0.581 -3.112
H -3.329 0.824 -0.906
H -3.429 0.212 1.472
H -2.375 -1.903 2.283
H -1.060 -3.313 0.668
H -0.738 -2.534 -1.665
N 2.297 2.410 0.256
C 1.913 1.723 1.323
N 2.292 2.087 2.538
O 1.183 0.677 1.185
H 2.903 3.212 0.325
H 2.031 2.101 -0.662
H 2.891 2.880 2.697
H 2.008 1.547 3.337
*
```

Maximum force: 0.7 eV/A
Frontier orbital gap (alpha / beta): 9.8 / 7.4 eV
LUMO level (alpha / beta): -7.3 / -10.5 eV
<S²>: 2.015
HOMO energy (alpha / beta): -17.09 / -17.88 eV

Here are the natural (NBO) charges for atoms 1 to 6, given in e: atom 1 (Pt): 1.090, atom 2 (C): -0.679, atom 3 (C): 0.121, atom 4 (C): -0.145, atom 5 (C): -0.157, atom 6 (C): -0.268

Energy above the lowest of the compared OMol25 structures with the same formula, charge and spin in kJ/mol, matching the order above: 594.4; 382.4; 903.6; 257.8; 0.0; 21.8